Entry 1:
The following is a quantum chemistry calculation of a 8-piece molecular cluster, C36H75O25P3S overall, from the OMol25 dataset.

Summary:
Maximum force = 4.2 eV Å⁻¹
Calculated total energy = -4720.26007 Ha
Orbital gap = 9.4775 eV
LUMO level = 0.0153 Ha
HOMO = -9.06 eV

Cartesian coordinates (Å):
C 1.867 0.845 5.431
S 0.682 2.208 5.152
O 0.586 2.395 3.670
C -0.782 1.344 5.725
H 2.533 1.139 6.199
H 2.453 0.824 4.553
H 1.364 -0.106 5.553
H -1.489 2.093 5.549
H -0.698 1.075 6.767
H -1.064 0.492 5.099
C 0.498 -3.921 5.028
C -0.940 -4.388 4.876
O -1.513 -3.674 3.780
P -2.532 -4.440 2.921
O -2.107 -5.777 2.507
O -3.867 -4.462 3.671
C -4.819 -3.323 3.839
C -6.149 -3.819 3.366
O -2.873 -3.465 1.730
C -2.314 -3.480 0.441
C -3.147 -4.501 -0.382
H 0.503 -2.849 5.149
H 1.071 -4.524 5.767
H 1.016 -4.147 4.126
H -1.041 -5.512 4.726
H -1.552 -4.138 5.756
H -4.842 -3.045 4.866
H -4.460 -2.505 3.271
H -6.116 -3.807 2.252
H -6.326 -4.775 3.822
H -7.037 -3.173 3.701
H -2.416 -2.480 -0.038
H -1.299 -3.850 0.449
H -3.563 -5.269 0.238
H -3.946 -4.007 -0.892
H -2.561 -4.983 -1.130
C 2.680 0.553 -3.083
C 2.655 2.081 -3.101
O 2.705 2.528 -1.675
P 3.024 4.067 -1.349
O 2.231 5.063 -2.035
O 2.694 3.995 0.197
C 3.451 3.220 1.250
C 4.722 3.974 1.763
O 4.605 4.138 -1.399
C 5.279 5.424 -1.415
C 6.730 5.069 -1.459
H 3.561 0.165 -2.670
H 1.766 0.209 -2.464
H 2.558 0.146 -4.080
H 3.574 2.435 -3.635
H 1.779 2.564 -3.525
H 2.755 2.970 2.094
H 3.756 2.337 0.771
H 5.325 3.319 2.441
H 5.362 4.159 0.943
H 4.506 4.845 2.402
H 4.844 6.081 -2.188
H 5.094 6.002 -0.497
H 6.905 4.312 -2.263
H 7.380 5.926 -1.626
H 7.085 4.479 -0.541
C 4.733 -0.682 0.266
C 3.493 -1.159 0.980
O 3.601 -2.433 1.572
P 4.136 -3.635 0.649
O 5.579 -3.768 0.407
O 3.530 -4.960 1.285
C 2.139 -5.114 1.248
C 1.682 -6.177 2.267
O 3.359 -3.421 -0.723
C 3.941 -3.893 -1.963
C 3.134 -3.359 -3.078
H 5.567 -0.596 0.948
H 5.105 -1.341 -0.530
H 4.594 0.313 -0.317
H 3.249 -0.458 1.759
H 2.691 -1.216 0.241
H 1.673 -4.121 1.444
H 1.972 -5.415 0.239
H 1.956 -7.172 2.005
H 2.075 -5.892 3.228
H 0.598 -6.197 2.354
H 4.981 -3.550 -1.963
H 3.923 -4.994 -1.879
H 2.059 -3.426 -2.738
H 3.406 -2.338 -3.319
H 3.301 -4.017 -3.878
C -1.382 6.764 -3.623
C -0.504 5.817 -2.779
C -1.156 4.977 -1.632
O -1.382 3.700 -2.274
C -0.639 3.671 -3.437
O -0.497 2.755 -4.134
O -0.023 4.787 -3.670
H -0.823 7.081 -4.504
H -1.741 7.615 -3.000
H -2.245 6.188 -4.031
H 0.352 6.305 -2.449
H -2.142 5.379 -1.467
H -0.621 4.798 -0.719
C -2.969 1.173 -6.749
C -2.515 0.049 -5.900
C -1.054 -0.280 -5.573
O -1.160 -1.082 -4.394
C -2.225 -0.651 -3.679
O -2.389 -0.902 -2.545
O -3.023 0.103 -4.509
H -2.568 0.979 -7.743
H -2.531 2.132 -6.514
H -4.078 1.287 -6.670
H -2.964 -0.853 -6.233
H -0.528 0.663 -5.444
H -0.594 -0.846 -6.391
C -6.394 -0.678 -2.059
C -5.362 -0.348 -0.998
C -4.963 1.152 -0.880
O -5.493 1.517 0.424
C -5.783 0.422 1.111
O -5.959 0.434 2.265
O -5.700 -0.710 0.326
H -6.624 -1.699 -2.236
H -6.081 -0.289 -2.989
H -7.349 -0.202 -1.696
H -4.480 -0.916 -1.261
H -5.404 1.798 -1.735
H -3.871 1.356 -0.861
C -2.258 2.157 1.927
C -1.373 1.126 1.243
C -0.061 1.635 0.665
O 0.937 0.921 1.395
C 0.304 0.113 2.305
O 0.921 -0.521 3.083
O -0.987 0.109 2.118
H -3.122 1.597 2.301
H -2.514 2.889 1.138
H -1.798 2.712 2.702
H -1.910 0.695 0.421
H -0.031 2.724 0.859
H 0.131 1.359 -0.407

Atomic partial charges in e from the Löwdin method, atoms 1 to 4: number 1, C, carries -0.23; number 2, S, carries 0.88; number 3, O, carries -0.53; number 4, C, carries -0.25

---

Entry 2:
The following is a quantum chemistry calculation of C5H7NO as an isolated structure, from the OMol25 dataset.

Summary:
Relative energy (zero: lowest compared OMol25 entry of this formula, charge and spin) = 615.6 kJ/mol
Maximum force = 1.8 eV Å⁻¹
Calculated total energy = -324.48999 Ha
Orbital gap (spin up / spin down) = 8.9410 / 8.9391 eV
LUMO level (spin up / spin down) = 0.0027 / 0.0027 Ha
HOMO (spin up / spin down) = -8.87 / -8.87 eV

Cartesian coordinates (Å):
O 0.713 1.707 -0.334
C 0.984 0.588 -0.723
C 1.598 -0.492 0.144
N 0.200 -1.009 0.036
C -0.815 -0.324 0.834
C -1.361 0.791 -0.057
C -0.035 -0.318 -1.292
H 2.287 -1.218 -0.291
H 1.926 -0.127 1.120
H -0.402 0.016 1.792
H -1.634 -1.016 1.030
H -1.397 1.782 0.451
H -2.240 0.648 -0.650
H 0.258 -1.017 -2.122

Atomic partial charges in e from the Löwdin method, atoms 1 to 4: number 1, O, carries 0.02; number 2, C, carries -0.45; number 3, C, carries -0.06; number 4, N, carries -0.11

---

Entry 3:
The following is a quantum chemistry calculation of C2H5ClNO as an isolated structure, from the OMol25 dataset.

Summary:
Relative energy (zero: lowest compared OMol25 entry of this formula, charge and spin) = 444.7 kJ/mol
Maximum force = 3.9 eV Å⁻¹
Calculated total energy = -669.32176 Ha
Orbital gap = 7.4084 eV
LUMO level = 0.1626 Ha
Net charge = -1
HOMO = -2.98 eV

Cartesian coordinates (Å):
C -0.948 -0.448 -0.500
C -0.337 0.614 0.439
N 1.393 0.032 0.751
O 1.382 -1.177 0.642
Cl 2.485 0.938 -0.873
H -1.866 -0.729 -0.153
H -1.048 -0.079 -1.497
H -0.150 -1.200 -0.467
H -0.256 1.690 0.123
H -0.654 0.360 1.535

Atomic partial charges in e from the Löwdin method, atoms 1 to 4: number 1, C, carries -0.17; number 2, C, carries -0.22; number 3, N, carries -0.40; number 4, O, carries -0.27

---

Entry 4:
The following is a quantum chemistry calculation of C27H27BrMoN4O3S as an isolated structure, from the OMol25 dataset.

Summary:
Relative energy (zero: lowest compared OMol25 entry of this formula, charge and spin) = 149.7 kJ/mol
Maximum force = 2.0 eV Å⁻¹
Calculated total energy = -4529.73149 Ha
Orbital gap (spin up / spin down) = 6.1702 / 6.1296 eV
LUMO level (spin up / spin down) = -0.2790 / -0.2782 Ha
Net charge = +2
HOMO (spin up / spin down) = -13.76 / -13.70 eV

Cartesian coordinates (Å):
Mo 0.149 0.530 0.071
Br 6.866 3.219 -1.025
C 5.251 2.446 -0.439
C 5.296 1.360 0.448
C 4.131 0.788 0.904
C 2.902 1.263 0.454
O 1.758 0.725 0.868
C 2.841 2.363 -0.448
C 1.596 2.983 -0.757
N 0.424 2.464 -0.495
C -0.745 3.253 -0.377
C -1.064 4.400 -1.062
C -2.223 5.117 -0.714
C -3.009 4.732 0.340
C -2.686 3.574 1.084
C -3.355 3.162 2.258
C -2.891 2.071 2.951
C -1.837 1.319 2.431
N -1.219 1.627 1.293
C -1.583 2.800 0.671
C 4.049 2.951 -0.865
H 6.254 0.977 0.772
H 4.138 -0.037 1.604
H 1.637 4.003 -1.131
H -0.432 4.761 -1.863
H -2.475 6.007 -1.274
H -3.874 5.318 0.621
H -4.206 3.728 2.618
H -3.346 1.768 3.884
H -1.480 0.433 2.943
H 4.024 3.801 -1.535
O 3.306 -6.591 -0.066
C 2.458 -5.737 0.504
O 1.900 -6.001 1.530
C 2.220 -4.408 -0.176
C 2.513 -4.139 -1.509
C 2.233 -2.897 -2.059
C 1.647 -1.906 -1.275
S 1.287 -0.314 -1.950
C 1.342 -2.191 0.058
C 1.624 -3.423 0.606
H 3.747 -6.253 -0.851
H 2.929 -4.902 -2.158
H 2.463 -2.683 -3.094
H 0.865 -1.426 0.687
H 1.391 -3.662 1.636
C -3.619 -0.887 0.615
C -2.579 -1.704 -0.137
C -3.195 -2.331 -1.386
C -1.986 -2.776 0.771
N -1.392 -0.866 -0.599
N -1.643 0.386 -1.241
H -4.448 -1.549 0.864
H -4.051 -0.072 0.027
H -3.223 -0.493 1.546
H -3.957 -3.053 -1.097
H -2.442 -2.867 -1.969
H -3.673 -1.584 -2.024
H -2.785 -3.372 1.210
H -1.415 -2.330 1.588
H -1.335 -3.452 0.215
H -0.904 -1.468 -1.262
H -2.564 0.724 -0.979
H -1.605 0.326 -2.254

Atomic partial charges in e from the Löwdin method, atoms 1 to 4: number 1, Mo, carries 1.49; number 2, Br, carries 0.84; number 3, C, carries -0.66; number 4, C, carries -0.06